[1]
This record from the Open Molecules 2025 dataset describes a structure of composition C27H20Br5N2O5S5V in a non-equilibrium geometry. The level of theory is ωB97M-V with the def2-TZVPD basis set.

* energy: -471621.1289 eV
* LUMO energy (alpha / beta): 1.235 / 1.333 eV
* expectation value of S²: 0.7594
* strongest force on any atom: 0.0811 Eh/bohr
* frontier orbital gap (alpha / beta): 5.8 / 5.9 eV

The geometry in ORCA input format:
```
! RIJCOSX wB97M-V def2-TZVPD def2/J DEFGRID3
* xyz -1 2
V 0.0502 0.3640 0.7485
Br 6.2272 0.0467 3.6283
C 4.4064 0.4691 3.3768
C 3.6747 1.0673 4.3998
Br 4.5265 1.4667 6.0358
C 2.3288 1.3595 4.2403
Br 1.3325 2.2057 5.6070
C 1.6557 1.0549 3.0473
O 0.4249 1.2339 2.8013
C 2.4343 0.4578 1.9948
O 1.7147 0.1789 0.9537
C 3.7807 0.1729 2.1698
Br 4.7348 -0.6001 0.7298
C 0.2562 -2.2346 -5.6173
S 1.2407 -0.8936 -4.8605
C 0.1561 0.4762 -5.0360
C -0.0672 1.3908 -4.0478
S 0.5851 1.4286 -2.4890
S -1.1365 2.7311 -4.5432
C -1.3653 2.2673 -6.2010
S -2.2164 3.1434 -7.2893
S -0.5698 0.7733 -6.6114
H 0.7919 -3.1544 -5.3986
H 0.1844 -2.0824 -6.6924
H -0.7337 -2.2684 -5.1690
Br -4.7931 -2.2828 0.6888
C -3.4781 -2.3094 2.0554
C -3.3810 -3.4529 2.8343
C -2.3977 -3.5391 3.8019
C -1.5196 -2.4833 3.9944
C -1.6244 -1.3411 3.2212
C -2.6055 -1.2419 2.2377
C -2.7213 0.0299 1.4200
O -3.8039 0.4360 1.0455
O -1.6094 0.6100 1.1733
H -4.0713 -4.2686 2.6797
H -2.3171 -4.4349 4.4012
H -0.7520 -2.5542 4.7504
H -0.9648 -0.4971 3.3779
N 2.6532 6.2330 1.3813
C 1.8795 5.4835 0.9877
C 0.8895 4.5962 0.5136
C -0.2441 5.0863 -0.1427
C -1.1779 4.1692 -0.5839
C -0.9837 2.8247 -0.3169
N 0.0646 2.3596 0.3734
C 1.0058 3.2218 0.7269
H -0.3684 6.1474 -0.2946
H -2.0607 4.4873 -1.1167
H -1.7111 2.0914 -0.6422
H 1.8953 2.8299 1.2055
C -1.0748 -1.9350 -2.0412
C -0.0583 -2.0748 -0.8918
C 1.3733 -2.1176 -1.4455
C -0.3275 -3.3155 -0.0164
O -0.1606 -0.9713 -0.0948
H -1.2960 -2.8978 -2.4933
H -0.6630 -1.2671 -2.7936
H -1.9960 -1.4932 -1.6600
H 1.4758 -2.9348 -2.1526
H 2.0844 -2.2470 -0.6315
H 1.5902 -1.1766 -1.9461
H -0.1199 -4.2263 -0.5686
H -1.3627 -3.3275 0.3194
H 0.3161 -3.2741 0.8652
*
```

[2]
This record from the Open Molecules 2025 dataset describes a structure of composition C27H20BrClN5O5SSr in a non-equilibrium geometry. The level of theory is ωB97M-V with the def2-TZVPD basis set.

* energy: -140252.1101 eV
* LUMO energy: 1.364 eV
* strongest force on any atom: 0.0452 Eh/bohr
* frontier orbital gap: 6.9 eV

The geometry in ORCA input format:
```
! RIJCOSX wB97M-V def2-TZVPD def2/J DEFGRID3
* xyz -1 1
Sr -0.1530 -0.2135 0.5670
N 2.7802 2.3429 0.2220
C 3.4173 1.1498 0.0660
C 4.8229 1.0952 0.0362
C 5.4414 -0.1214 -0.0858
C 4.6749 -1.2847 -0.1713
C 3.3116 -1.1406 -0.1309
N 2.6719 0.0380 -0.0200
H 3.2895 3.1936 0.0649
H 1.7808 2.3915 0.0910
H 5.3925 2.0119 0.1141
H 6.5221 -0.1759 -0.1106
H 5.1263 -2.2621 -0.2631
H 2.6755 -2.0191 -0.1875
Cl -0.1438 -1.6601 9.0582
C -0.1108 -1.3757 7.3409
C -0.1831 -2.4548 6.4760
C -0.1540 -2.2219 5.1104
C -0.0567 -0.9260 4.6201
C 0.0108 0.1439 5.5037
C -0.0142 -0.0756 6.8720
C -0.0290 -0.6929 3.1398
O -0.0381 -1.7018 2.3740
O -0.0014 0.5069 2.7065
H -0.2625 -3.4584 6.8710
H -0.2105 -3.0415 4.4058
H 0.0816 1.1469 5.1046
H 0.0383 0.7468 7.5720
O -0.1468 9.0154 -3.2268
S 0.6699 9.7113 -2.2549
O 0.3692 11.1141 -2.0889
O 2.0849 9.3792 -2.2914
C 0.1917 8.9402 -0.6741
N 0.0919 9.7002 0.4189
C -0.1581 9.0586 1.5541
C -0.3070 7.6850 1.6341
C -0.1922 6.9873 0.4426
N 0.0487 7.6119 -0.6996
C -0.2959 5.4950 0.3490
C -0.3938 4.6697 1.4628
C -0.3940 3.2958 1.2972
N -0.3274 2.7064 0.0953
C -0.2947 3.5097 -0.9779
C -0.2647 4.8868 -0.9025
H -0.2439 9.6732 2.4464
H -0.5077 7.2041 2.5804
H -0.4333 5.0748 2.4649
H -0.4320 2.6373 2.1574
H -0.2652 3.0158 -1.9433
H -0.2055 5.5074 -1.7882
Br -7.4106 -0.0383 -0.0145
C -5.5037 -0.1028 0.0240
C -4.8108 -0.4169 -1.1312
C -3.4176 -0.4643 -1.0790
C -2.6625 -0.2098 0.0820
C -3.4443 0.1049 1.2112
C -4.8387 0.1637 1.2061
H -5.3491 -0.6182 -2.0497
H -2.9117 -0.7145 -2.0128
H -2.9584 0.3207 2.1656
H -5.3972 0.4110 2.1008
*
```

[3]
This record from the Open Molecules 2025 dataset describes a structure of composition C27H20Cl65I3NO6P4S in a non-equilibrium geometry. The level of theory is ωB97M-V with the def2-TZVPD basis set.

* energy: -928325.5669 eV
* LUMO energy: -3.933 eV
* strongest force on any atom: 0.1831 Eh/bohr
* frontier orbital gap: 7.1 eV

The geometry in ORCA input format:
```
! RIJCOSX wB97M-V def2-TZVPD def2/J DEFGRID3
* xyz 1 1
C -0.9743 -2.0393 -3.5617
C -2.3059 -2.6744 -2.8948
I -3.9315 -3.1035 -4.3640
C -2.4182 -2.9826 -1.4125
I -4.4021 -3.9563 -1.0431
C -1.2497 -2.7215 -0.2990
P -0.1330 -4.1966 -0.7376
O -1.1265 -5.3674 -1.2646
O 0.9106 -4.0584 -2.1227
O 0.9019 -4.8171 0.5036
C -2.0148 -3.2688 1.0753
Cl -2.0900 -4.9606 1.6859
C -1.1608 -2.4879 2.2839
P -2.4366 -2.6104 3.7462
C -1.3686 -2.4734 5.3496
O -3.5840 -1.3028 3.7013
C -1.1721 -1.0614 1.4012
P -0.5535 0.0797 2.7361
C -0.0148 1.8456 2.1052
O 0.9962 -0.5418 3.3764
N -0.6665 -1.3037 -0.0375
C -1.2920 -0.0891 -0.6665
C -0.4477 0.8675 -1.6642
O -0.8582 1.0127 -2.9570
I 1.2399 2.2145 -1.2509
P 1.0960 -1.2527 0.1951
S 2.2490 -1.3116 -1.3509
H -0.4116 -2.8644 -4.2100
H -0.2400 -1.6940 -2.7268
H -1.3092 -1.1759 -4.3064
H 0.6988 -4.7068 -2.8519
H 0.6870 -4.4964 1.4208
H -3.0952 -2.8340 1.3384
H -0.1413 -2.9148 2.6348
H -0.2702 -2.0765 5.1388
H -1.9261 -1.7294 6.0705
H -1.2850 -3.5093 5.9199
H -4.0110 -1.3661 2.7746
H -2.3482 -0.8417 1.4513
H 1.1124 1.8800 1.7936
H -0.7622 2.3054 1.3360
H -0.0989 2.5287 3.0812
H 1.6824 0.1870 3.3597
H -2.3250 -0.2887 -1.2347
H -1.6430 0.7051 0.1622
H 1.5836 -0.0503 0.8883
H 1.4675 -2.3502 1.0923
C -6.2086 0.0680 -0.9747
Cl -6.7759 1.7537 -0.8694
Cl -4.9391 -0.0548 -2.2188
Cl -5.5466 -0.4354 0.6011
Cl -7.5728 -0.9916 -1.4116
C 1.1304 4.8768 4.9451
Cl 2.4916 5.6333 5.8107
Cl 1.2774 5.2093 3.2009
Cl 1.1575 3.1163 5.2184
Cl -0.4051 5.5482 5.5503
C 5.1651 -2.3741 -4.1500
Cl 4.8337 -3.6158 -2.9160
Cl 6.7966 -1.7048 -3.8958
Cl 5.0699 -3.1074 -5.7710
Cl 3.9601 -1.0682 -4.0171
C -1.2062 -8.7877 -3.3486
Cl -0.1313 -10.2067 -3.2742
Cl -2.3487 -8.9783 -4.7024
Cl -2.1131 -8.6489 -1.8211
Cl -0.2317 -7.3168 -3.5965
C -4.9906 0.1139 6.8615
Cl -3.7746 0.8369 7.9446
Cl -5.0666 1.0479 5.3462
Cl -4.5365 -1.5704 6.4989
Cl -6.5850 0.1411 7.6565
C -7.3170 0.2236 -5.9370
Cl -8.0808 0.9142 -4.4830
Cl -6.7622 1.5418 -6.9995
Cl -5.9241 -0.7786 -5.4571
Cl -8.5009 -0.7832 -6.8084
C 1.5726 0.8650 -6.4752
Cl 2.6475 -0.5540 -6.4008
Cl 0.4301 0.6744 -7.8290
Cl 0.6658 1.0039 -4.9477
Cl 2.5471 2.3360 -6.7231
C 1.7262 9.4243 4.2003
Cl 1.0652 11.0533 4.4901
Cl 1.9538 9.1784 2.4504
Cl 3.2940 9.2630 5.0315
Cl 0.5920 8.2025 4.8293
C -8.0177 4.8528 -9.3453
Cl -8.1629 5.2585 -11.0742
Cl -6.4457 4.0683 -9.0494
Cl -8.1302 6.3425 -8.3743
Cl -9.3321 3.7421 -8.8834
C 5.5855 -6.7635 -7.7289
Cl 6.6604 -8.1825 -7.6546
Cl 4.4430 -6.9541 -9.0827
Cl 4.6787 -6.6246 -6.2015
Cl 6.5601 -5.2925 -7.9768
C -8.9962 -1.6236 4.7742
Cl -9.6572 0.0054 5.0641
Cl -8.7687 -1.8695 3.0243
Cl -7.4284 -1.7849 5.6055
Cl -10.1304 -2.8454 5.4032
C 8.2272 1.7174 -1.5998
Cl 8.0178 3.3918 -2.1716
Cl 9.6816 1.0116 -2.3487
Cl 8.4104 1.7135 0.1725
Cl 6.7989 0.7526 -2.0514
C 0.1873 -3.7096 9.3282
Cl 1.2628 -3.4843 7.9257
Cl 0.6301 -2.5521 10.6083
Cl -1.5012 -3.4300 8.8328
Cl 0.3573 -5.3722 9.9461
C 7.3506 9.1801 3.9758
Cl 6.6896 10.8090 4.2656
Cl 7.5781 8.9341 2.2259
Cl 8.9183 9.0188 4.8070
Cl 6.2164 7.9583 4.6047
C 4.6573 5.2524 -4.1148
Cl 6.0185 6.0089 -3.2492
Cl 4.8043 5.5849 -5.8590
Cl 4.6844 3.4919 -3.8415
Cl 3.1218 5.9238 -3.5095
C 9.0227 2.2549 4.4559
Cl 8.6912 1.0131 5.6899
Cl 10.6542 2.9241 4.7101
Cl 8.9275 1.5215 2.8349
Cl 7.8177 3.5607 4.5888
*
```